{
  "formula": "C14H45ClN7O4P3SSi2",
  "method": "ωB97M-V/def2-TZVPD",
  "spin_multiplicity": 1,
  "e_tot_ev": -100837.82368,
  "elements": ["Cl", "S", "P", "P", "P", "Si", "Si", "O", "O", "O", "O", "N", "N", "N", "N", "N", "N", "N", "C", "C", "C", "C", "C", "C", "C", "C", "C", "C", "C", "C", "C", "C", "H", "H", "H", "H", "H", "H", "H", "H", "H", "H", "H", "H", "H", "H", "H", "H", "H", "H", "H", "H", "H", "H", "H", "H", "H", "H", "H", "H", "H", "H", "H", "H", "H", "H", "H", "H", "H", "H", "H", "H", "H", "H", "H", "H", "H"],
  "xyz": [[-1.073, 1.499, 3.217], [-4.761, -2.124, 1.077], [-5.829, 1.176, -3.289], [5.216, 0.027, 3.451], [-1.552, -3.072, -0.156], [-2.601, -1.908, 1.443], [-0.805, -1.882, 3.746], [-2.154, -2.683, 2.955], [3.779, -0.486, 3.191], [1.327, 1.281, 1.887], [-5.516, 0.159, -2.164], [-5.439, 0.064, -4.482], [5.656, -1.364, 4.335], [5.559, 0.070, 1.811], [-4.622, 2.265, -2.771], [-6.188, 2.344, -4.583], [6.869, 0.618, 3.749], [-2.541, -3.524, -1.367], [4.628, -1.833, 5.280], [6.370, -0.764, 0.960], [-7.631, 2.429, -4.830], [6.873, 2.061, 4.008], [-6.400, -1.014, -4.701], [6.352, -2.533, 3.819], [-3.267, 2.368, -3.291], [4.932, 1.144, 1.046], [-4.310, -0.063, -5.369], [0.501, -1.113, 2.556], [-5.483, 2.675, -5.805], [-4.558, 2.451, -1.311], [0.354, 0.551, 2.479], [8.144, 0.241, 3.174], [-5.563, 2.439, -0.870], [5.075, -2.409, 6.100], [-0.099, -2.939, 4.516], [-0.420, -2.285, -0.601], [-2.521, -4.590, -1.358], [-6.899, -1.297, -3.768], [-5.811, 2.061, -6.650], [7.188, -0.176, 0.521], [3.946, 1.397, 1.451], [-2.600, 2.925, -2.620], [-2.324, -0.477, 1.392], [-1.280, -0.913, 4.767], [5.958, -2.855, 2.849], [6.866, 2.628, 3.070], [0.574, -1.615, 1.501], [-3.239, 2.944, -4.211], [1.563, -1.289, 3.072], [7.424, -2.363, 3.763], [3.877, -2.465, 4.791], [-4.638, 0.022, -6.414], [5.990, 2.353, 4.584], [6.833, -1.605, 1.466], [-3.966, 1.668, -0.822], [-7.170, -0.699, -5.409], [8.941, 0.406, 3.911], [6.266, -3.401, 4.486], [7.750, 2.361, 4.591], [-4.119, 3.422, -1.052], [4.107, -0.987, 5.744], [-4.987, -1.582, -0.228], [-7.962, 1.625, -5.497], [-1.053, -4.301, 0.445], [-8.189, 2.339, -3.893], [8.228, -0.806, 2.898], [-3.541, 0.690, -5.226], [8.390, 0.835, 2.288], [-4.402, 2.595, -5.743], [-3.816, -1.032, -5.257], [-7.906, 3.390, -5.276], [-2.803, 1.385, -3.433], [-5.930, -1.926, -5.086], [5.548, 2.046, 1.080], [-5.677, 3.723, -6.067], [5.788, -1.183, 0.134], [4.771, 0.876, -0.004]],
  "forces_ev_per_a": [[1.671, -1.362, -0.865], [0.408, 0.363, -0.762], [7.187, -0.605, -1.299], [1.835, -6.402, -2.854], [-0.675, -1.907, -2.171], [-1.440, -1.123, 1.450], [-0.767, -1.298, -0.140], [1.043, 2.697, -1.428], [-1.025, 3.362, 1.843], [-6.913, -4.895, 4.090], [-3.915, 0.524, 0.909], [0.521, -2.070, -1.575], [-0.444, -1.548, 2.042], [0.139, 0.007, -2.636], [0.934, 1.496, 1.873], [-4.290, 1.773, 0.937], [-0.401, 3.684, 2.910], [0.967, -1.093, 1.089], [-0.347, 0.347, -0.087], [0.311, -0.272, -0.023], [0.186, 0.281, 0.025], [0.182, -0.179, 0.212], [-0.345, 0.207, 0.455], [0.485, 0.089, -0.159], [0.042, 0.130, -0.493], [-0.357, 0.280, 0.531], [0.347, 0.135, -0.206], [0.682, 1.323, 0.353], [0.385, -0.825, -0.189], [-0.365, -0.314, 0.156], [6.265, 3.150, -3.894], [-0.270, -0.243, -0.888], [0.261, -0.100, -0.089], [0.208, 0.128, -0.281], [-0.110, 0.000, -0.286], [-0.220, -0.395, 0.496], [-0.154, 1.879, -0.188], [0.127, 0.074, -0.097], [-0.004, -0.082, -0.151], [-0.014, -0.047, -0.089], [0.122, -0.112, -0.036], [-0.481, -0.144, 0.156], [0.435, 0.246, 0.146], [0.004, -0.067, -0.420], [0.061, -0.079, -0.034], [0.058, 0.250, -0.003], [-0.184, 1.374, 1.796], [0.103, -0.172, -0.304], [-2.087, 0.649, -1.133], [0.147, -0.003, -0.331], [-0.093, 0.006, 0.037], [0.058, -0.061, -0.035], [-0.068, -0.035, -0.024], [-0.095, 0.085, 0.148], [-0.049, -0.028, 0.094], [-0.172, -0.127, -0.245], [-0.347, 0.205, 0.162], [-0.285, 0.432, 0.078], [0.033, -0.056, -0.113], [-0.022, -0.106, -0.359], [0.066, -0.209, -0.179], [0.861, -0.550, 1.542], [-0.237, 0.006, -0.127], [0.298, 1.234, 0.156], [0.025, -0.051, 0.051], [-0.244, 0.058, 0.010], [-0.138, 0.053, 0.141], [0.072, 0.050, -0.144], [-0.101, -0.145, 0.183], [-0.029, -0.085, 0.090], [0.078, -0.063, -0.074], [0.093, 0.016, -0.044], [0.138, 0.271, 0.044], [0.103, 0.226, -0.211], [-0.289, -0.089, 0.300], [-0.119, 0.013, -0.040], [0.155, -0.163, 0.202]]
}

{
  "formula": "C14H46ClN5O6",
  "method": "ωB97M-V/def2-TZVPD",
  "spin_multiplicity": 1,
  "e_tot_ev": -47512.67257,
  "relative_energy_kcal_mol": 0.0,
  "elements": ["Cl", "O", "O", "O", "O", "O", "O", "N", "N", "N", "N", "N", "C", "C", "C", "C", "C", "C", "C", "C", "C", "C", "C", "C", "C", "C", "H", "H", "H", "H", "H", "H", "H", "H", "H", "H", "H", "H", "H", "H", "H", "H", "H", "H", "H", "H", "H", "H", "H", "H", "H", "H", "H", "H", "H", "H", "H", "H", "H", "H", "H", "H", "H", "H", "H", "H", "H", "H", "H", "H", "H", "H"],
  "xyz": [[-6.902, -13.802, -2.482], [-6.875, -14.744, -3.581], [-6.375, -12.526, -2.901], [-1.143, -19.087, -3.660], [-8.232, -13.695, -1.999], [-3.215, -16.880, -2.853], [-5.992, -14.363, -1.480], [-5.805, -17.071, -1.995], [-2.145, -12.997, -0.356], [-3.435, -14.119, -2.685], [-2.731, -17.421, -4.989], [-3.143, -12.526, -4.977], [-4.323, -11.877, 0.162], [-1.809, -12.557, -5.569], [-3.366, -10.061, -5.322], [-3.326, -12.971, 0.513], [-1.222, -14.062, 0.065], [-3.994, -14.580, -6.156], [-3.557, -11.238, -4.380], [-1.093, -18.351, -2.490], [-0.793, -11.191, 0.892], [-4.136, -13.079, -5.908], [-1.409, -11.728, -0.409], [-2.375, -17.639, -1.979], [-0.713, -12.264, -4.544], [-0.335, -14.579, -1.070], [-3.027, -13.725, -1.810], [-4.203, -15.207, -5.288], [-0.648, -11.775, -1.192], [-2.822, -11.020, -3.598], [-2.323, -9.770, -5.444], [-5.127, -12.889, -5.487], [0.374, -13.815, -1.400], [-4.443, -14.236, -2.629], [-0.545, -10.145, 0.712], [-0.906, -14.879, -1.949], [-4.766, -14.830, -6.889], [-3.056, -14.914, -6.600], [-4.823, -17.133, -2.372], [-3.022, -15.077, -2.725], [-3.581, -17.745, -5.433], [-3.702, -10.302, -6.336], [-0.724, -12.970, -3.715], [-2.098, -16.960, -1.157], [-1.795, -14.941, 0.378], [-4.540, -11.415, -3.949], [-1.717, -11.932, -6.467], [-0.629, -13.827, 0.953], [-5.234, -12.005, 0.745], [-0.659, -18.914, -1.650], [-2.219, -16.809, -5.610], [-3.915, -10.875, 0.282], [-6.426, -17.521, -2.662], [-3.098, -13.509, -3.466], [-3.839, -13.929, 0.391], [-3.017, -12.911, 1.565], [0.251, -15.446, -0.766], [-6.030, -16.065, -1.901], [-0.652, -11.252, -4.135], [0.231, -12.323, -5.094], [-5.933, -17.552, -1.110], [0.084, -11.735, 1.238], [-1.505, -11.246, 1.718], [-1.557, -13.550, -5.946], [-4.637, -11.979, -0.880], [-2.083, -10.979, -0.832], [-3.938, -9.179, -5.030], [-0.340, -17.556, -2.673], [-3.017, -18.425, -1.544], [-4.144, -12.509, -6.846], [-2.918, -17.030, -4.021], [-2.136, -18.237, -4.644]],
  "forces_ev_per_a": [[-0.517, 0.365, -1.377], [0.217, -0.069, -0.312], [-0.097, -0.377, 0.251], [-1.370, 0.304, 0.211], [0.109, 0.169, 0.557], [-0.413, 0.677, 2.524], [0.026, -0.064, 0.873], [-0.605, -0.513, -0.215], [0.826, -0.198, 0.309], [1.355, -0.404, 0.630], [0.578, -1.023, -4.064], [0.049, -0.615, -0.287], [0.074, -0.205, -0.414], [0.411, 0.280, 0.573], [-0.846, 0.258, -0.934], [-0.133, 0.173, 0.196], [-0.205, -1.362, -0.406], [-0.592, 0.007, -0.518], [1.635, -0.169, -0.304], [0.676, 0.722, -1.765], [-0.451, -0.223, -0.094], [-0.129, 0.197, 0.406], [-0.255, 0.527, -0.498], [-0.656, -0.541, 0.771], [0.576, 0.563, -0.659], [0.361, 0.638, -0.038], [-0.287, 0.409, 0.137], [0.072, 0.317, 0.188], [0.174, -0.404, 0.158], [-0.431, -0.351, 0.531], [0.056, -0.071, 0.300], [0.027, -0.160, 0.175], [0.033, -0.022, -0.003], [0.012, 0.348, 0.044], [0.176, -0.007, 0.218], [-0.124, -0.058, 0.095], [0.021, -0.125, 0.005], [0.115, 0.302, 0.056], [1.174, 0.089, -0.027], [-0.426, -0.347, -0.436], [0.077, 0.042, -0.119], [-0.148, -0.008, 0.044], [0.069, -0.094, -0.051], [0.258, -0.241, 0.170], [-0.372, 0.205, 0.021], [-0.072, 0.444, -0.120], [-0.064, 0.359, 0.161], [0.046, 0.372, -0.073], [0.093, 0.154, 0.180], [-0.367, -0.116, 0.368], [0.081, -0.217, -0.161], [-0.119, 0.015, 0.238], [-0.123, 0.268, -0.096], [-0.659, -0.175, -0.475], [0.110, -0.077, 0.028], [-0.125, 0.049, 0.073], [-0.071, -0.004, 0.126], [-0.095, 0.021, 0.150], [-0.593, 0.037, 0.017], [0.121, -0.437, 0.255], [0.310, 0.101, 0.104], [0.147, 0.063, -0.267], [-0.109, 0.202, -0.065], [-0.490, -0.195, 0.140], [0.068, 0.031, -0.027], [-0.154, 0.043, 0.286], [0.081, -0.029, 0.200], [0.085, 0.513, 0.373], [0.088, -0.060, 0.127], [0.238, -0.215, -0.211], [-0.657, 0.795, 1.379], [1.133, -0.884, 0.370]]
}

{
  "formula": "C14H48O17",
  "method": "ωB97M-V/def2-TZVPD",
  "spin_multiplicity": 1,
  "smiles": "OCCO.OCCO.OCCO.OCCO.OCCO.OCCO.OCCO.O.O.O",
  "e_tot_ev": -50098.22995,
  "relative_energy_kcal_mol": 119.7,
  "elements": ["O", "O", "O", "O", "O", "O", "O", "O", "O", "O", "O", "O", "O", "O", "O", "O", "O", "C", "C", "C", "C", "C", "C", "C", "C", "C", "C", "C", "C", "C", "C", "H", "H", "H", "H", "H", "H", "H", "H", "H", "H", "H", "H", "H", "H", "H", "H", "H", "H", "H", "H", "H", "H", "H", "H", "H", "H", "H", "H", "H", "H", "H", "H", "H", "H", "H", "H", "H", "H", "H", "H", "H", "H", "H", "H", "H", "H", "H", "H"],
  "xyz": [[6.513, 0.546, 2.506], [-2.863, -3.098, 2.997], [-3.732, 0.743, -0.429], [0.590, 1.623, -3.892], [-0.850, 3.477, -2.071], [-1.592, -0.505, -3.610], [-3.002, 5.393, -0.941], [1.311, -0.600, -5.413], [2.420, -3.425, -0.251], [0.634, -3.291, 2.078], [1.834, -0.518, 0.249], [-0.099, 3.487, 1.823], [5.009, -1.544, 1.017], [-1.960, 1.450, 2.878], [-0.820, -1.832, 0.112], [-3.494, -1.700, -1.692], [-3.190, -3.928, 0.176], [1.371, -4.484, 1.672], [-0.915, 1.977, 3.587], [4.674, -0.999, 2.302], [-3.792, -4.039, 2.501], [-4.163, -3.599, 1.129], [2.661, -4.142, 0.928], [-0.565, -0.390, 0.221], [1.979, 0.645, -5.599], [1.944, 1.469, -4.283], [5.056, 0.538, 2.572], [-2.224, 5.605, -2.068], [0.314, 2.570, 2.838], [0.736, -0.006, -0.448], [-0.745, 4.932, -2.095], [-3.274, -1.409, -2.577], [-2.334, 2.068, 2.245], [1.339, 1.095, -6.358], [-0.282, 5.262, -1.165], [3.311, -5.006, 0.790], [-3.543, -0.892, -1.180], [-0.071, 5.283, -2.876], [-1.079, 3.301, -1.155], [0.633, -0.430, -1.448], [0.239, -2.901, 1.294], [-1.969, -3.448, 2.969], [-1.260, 2.807, 4.203], [2.964, 0.439, -6.018], [-2.267, 0.102, -3.914], [-2.854, 5.246, -2.882], [-3.386, 1.632, -0.356], [-3.465, -5.071, 2.627], [4.729, 0.729, 3.594], [-0.586, 0.026, 1.228], [1.866, 0.048, 1.024], [5.194, -1.606, 3.044], [-4.484, -2.559, 1.187], [0.730, -5.008, 0.962], [-4.246, 0.619, 0.369], [-0.785, 0.011, -3.617], [2.267, 0.780, -3.502], [6.662, -0.157, 3.144], [-0.495, 1.308, 4.339], [3.085, -3.510, 1.708], [3.615, -1.165, 2.497], [-3.268, -3.286, -0.533], [2.382, 2.467, -4.274], [-1.293, 0.124, -0.407], [0.720, -0.499, -4.663], [0.826, 3.189, 3.575], [-5.102, -4.065, 0.830], [4.689, 1.192, 1.782], [2.054, -2.562, -0.042], [1.072, 1.809, 2.649], [1.471, -5.274, 2.416], [-4.761, -3.981, 2.998], [-0.736, 4.076, 2.232], [-1.554, -1.915, 0.725], [0.812, 1.058, -0.672], [4.255, -1.575, 0.424], [0.539, 2.409, -3.344], [-2.025, 6.676, -2.069], [-3.378, 6.207, -0.599]],
  "forces_ev_per_a": [[-1.363, 0.440, 0.489], [0.154, 0.215, 0.783], [-0.083, 0.144, 0.083], [-1.111, 0.279, -0.481], [0.397, 1.292, -0.292], [-0.274, -0.451, 0.094], [-0.148, -1.287, 1.939], [0.621, -0.383, 0.551], [0.404, -0.521, -0.531], [1.256, -1.297, 0.955], [0.761, 0.178, 0.013], [0.415, -1.057, -0.884], [0.502, 0.632, 0.867], [-0.561, -1.371, -0.728], [0.732, 2.018, 0.786], [-0.471, -0.670, 0.147], [0.398, 0.459, 0.366], [-1.559, -0.404, -1.965], [1.722, 1.820, 0.963], [-0.637, 0.900, -0.756], [-0.411, 0.394, -0.187], [-1.034, -1.182, -0.889], [-0.816, 0.739, 2.141], [0.152, 0.147, -1.299], [-1.240, 0.380, 0.070], [-0.275, -1.381, -0.174], [1.195, -2.881, -1.201], [1.819, 0.433, -1.211], [-0.977, 0.592, 1.517], [-1.306, -0.862, -0.964], [-2.317, -0.230, 1.468], [0.400, -0.151, -0.134], [0.304, 0.264, 0.083], [0.462, 0.928, -0.168], [0.149, -0.038, 0.196], [-0.185, 0.078, -0.418], [0.096, 0.383, 0.054], [-0.610, -0.230, -0.443], [0.031, -0.377, 0.135], [0.686, -0.514, -0.072], [-0.185, 0.113, -0.568], [0.127, -0.185, -0.087], [-0.370, 0.372, 0.152], [0.090, 0.196, 0.344], [-0.034, 0.304, -0.235], [0.591, 0.249, -0.648], [0.127, 0.254, -0.176], [0.224, -0.007, -0.430], [-0.288, 0.579, -0.100], [-0.275, -0.479, 0.301], [0.429, -0.277, 0.390], [0.251, 0.029, 0.092], [0.718, 0.529, -0.070], [-0.259, -0.008, -0.389], [-0.244, -0.125, 0.286], [0.214, 0.575, 0.103], [1.429, 0.281, 0.012], [1.005, -0.065, -0.002], [-0.401, -0.707, -0.293], [1.053, 0.352, -0.241], [-0.285, 0.110, 0.068], [0.209, 0.239, -0.661], [0.667, -0.386, -0.330], [-0.530, 0.020, 0.281], [-0.162, -0.214, -0.129], [0.087, -0.112, 0.485], [-0.332, -0.549, 0.068], [-0.147, 0.092, 0.354], [-0.123, 0.243, 0.242], [-0.283, 0.075, -1.489], [0.335, 0.823, 0.859], [0.180, 0.262, 0.903], [0.021, 0.152, 0.122], [-0.506, -0.794, 0.005], [-0.050, 0.345, 0.554], [-0.313, 0.133, 0.123], [-0.528, 0.008, 0.282], [0.054, 0.161, -0.920], [0.228, -0.014, -0.165]]
}